No. 1
C14H24N4NiO5 as an isolated structure in a non-equilibrium geometry, computed with ωB97M-V/def2-TZVPD.

```
48
Properties=species:S:1:pos:R:3:forces:R:3
O -1.82543 0.63943 -3.00026 -0.65 -1.69 2.08
H -2.38733 0.15980 -3.63270 0.29 0.16 0.37
Ni -0.23323 0.21393 -0.46109 3.41 0.63 1.14
N 1.23156 -0.96549 0.00218 0.99 -1.01 0.34
N 0.98956 0.25710 -2.05874 1.95 -1.23 -0.74
O 1.49279 -1.60721 1.22291 -0.54 0.18 -0.01
O 0.75273 0.97344 -3.21305 -0.83 0.11 -0.50
C 2.17119 -1.29578 -0.88343 -1.11 0.47 1.72
C 2.06867 -0.53725 -2.08510 -1.90 1.20 -0.05
C 3.15240 -2.32777 -0.48962 1.00 -0.45 -0.52
C 3.00339 -0.63647 -3.22841 0.36 -0.09 -0.43
H 2.66161 -3.26614 -0.19657 0.01 0.33 -0.06
H 3.75991 -2.01039 0.36742 -0.16 -0.02 -0.17
H 3.82798 -2.55385 -1.31949 -0.02 0.03 0.08
H 2.81257 0.16460 -3.94801 0.05 -0.21 0.18
H 2.88775 -1.60112 -3.74278 0.01 0.19 0.08
H 4.04521 -0.57842 -2.88790 -0.21 0.01 -0.06
H 0.77978 -1.31782 1.82704 0.17 0.08 -0.42
H -0.26222 0.92137 -3.29995 1.29 0.19 0.14
O 2.01199 2.55929 0.88297 0.91 0.07 0.47
H 2.05696 2.08066 1.72988 -0.20 0.20 -0.48
H 2.88507 2.98413 0.80148 -0.54 -0.24 0.03
C -1.75813 -0.24165 -1.66253 -1.91 -0.01 -3.44
H -1.80667 0.50784 -0.85888 -1.03 -0.06 -0.24
H -0.84634 -0.85299 -1.79042 -0.64 -0.20 -0.12
H -2.60368 -0.93295 -1.55550 0.02 0.48 -0.37
O -3.43618 -3.62551 -0.63706 -0.02 -0.48 0.48
H -2.85330 -4.40025 -0.56095 -0.27 0.42 -0.08
H -4.03986 -3.71480 0.12161 0.32 0.13 -0.43
N -0.42437 2.25127 -0.50729 0.43 0.85 -0.80
C -1.08042 2.69873 0.69047 0.04 0.04 0.46
C -1.40902 4.02563 0.91487 -0.35 0.32 0.75
C -1.95704 4.38192 2.16571 0.22 0.06 -0.65
C -2.17518 3.42781 3.14834 0.15 -0.63 0.06
C -1.86528 2.05338 2.92744 0.11 0.89 -0.69
C -2.10753 0.99725 3.82715 -0.21 0.17 0.81
C -1.85990 -0.31011 3.43505 0.44 -0.74 -1.02
C -1.32951 -0.58004 2.16504 -0.53 -0.19 1.54
N -0.97799 0.41040 1.31550 -0.45 0.36 0.51
C -1.28872 1.71313 1.67052 -0.21 -0.02 -0.39
H -0.87606 2.58710 -1.36504 0.23 0.04 0.48
H 0.56161 2.56099 -0.50777 -0.69 -0.13 0.02
H -1.24136 4.77431 0.13856 -0.01 -0.18 0.25
H -2.20419 5.42686 2.34957 0.02 -0.24 0.02
H -2.59406 3.70975 4.11588 0.07 -0.03 -0.26
H -2.51601 1.23266 4.80685 0.03 -0.14 -0.13
H -2.08129 -1.15181 4.08269 -0.04 0.12 0.00
H -1.21845 -1.61031 1.81665 -0.02 0.26 0.05
```
Forces are in eV/Å.

The value obtained for the total energy is -2651.2127 a.u. The calculation puts the relative energy (zero: lowest compared OMol25 entry of this formula, charge and spin) at 0.0 kJ/mol. The calculation puts the gap between HOMO and LUMO (spin up / spin down) at 4.713 / 6.838 eV. The spin multiplicity is 3.


No. 2
C21H14BrN3OPZr as an isolated structure in a non-equilibrium geometry, computed with ωB97M-V/def2-TZVPD.

```
42
Properties=species:S:1:pos:R:3:forces:R:3
Zr -0.24060 -0.23770 -0.23830 -1.02 -1.94 1.10
O 1.44920 0.03090 -1.22570 3.31 0.61 -0.84
C 1.84130 0.33400 -0.04940 -1.15 0.63 -1.08
C 2.72180 1.49870 0.10440 0.51 0.18 0.41
C 4.10230 1.53320 0.22330 -0.25 -0.20 -0.14
C 4.74190 2.75840 0.31540 -0.02 0.05 0.02
C 4.01170 3.93620 0.31260 0.08 -0.05 0.02
C 2.62860 3.90370 0.25340 -0.15 -0.16 -0.14
C 1.96210 2.68890 0.14190 -0.07 -0.37 0.28
P 0.13000 2.50590 0.05300 0.66 0.72 -0.97
C -0.07560 2.36230 -1.79130 -0.26 -0.01 0.28
C 0.68010 3.15430 -2.65200 -0.02 -0.18 0.07
C 0.55270 3.01820 -4.02550 -0.01 -0.03 0.17
C -0.30740 2.06980 -4.55600 -0.13 -0.14 0.16
C -1.06150 1.26500 -3.71380 -0.11 -0.18 -0.07
C -0.95960 1.41110 -2.33410 0.08 0.20 0.38
C -0.48350 4.17140 0.43620 -0.25 -0.42 0.34
C -1.16100 4.97250 -0.47540 0.08 -0.12 -0.05
C -1.58590 6.23200 -0.08740 -0.02 0.13 0.06
C -1.34960 6.68610 1.20120 -0.01 -0.04 -0.04
C -0.70080 5.87310 2.12010 0.01 0.07 0.04
C -0.27580 4.61420 1.74290 0.02 -0.09 -0.07
H 4.66370 0.61150 0.23890 0.08 -0.05 -0.03
H 5.81670 2.79040 0.39810 0.11 0.01 -0.01
H 4.52220 4.88430 0.36860 0.04 0.10 0.07
H 2.05730 4.81880 0.29620 -0.02 0.11 -0.01
H 1.37040 3.87760 -2.23990 0.03 0.04 -0.01
H 1.12720 3.65150 -4.68170 0.09 0.08 -0.08
H -0.39840 1.96130 -5.62470 -0.03 -0.03 -0.11
H -1.75270 0.54640 -4.13270 0.00 -0.04 0.01
H -1.67890 0.85630 -1.68960 0.03 0.41 -0.36
H -1.34720 4.62770 -1.48170 -0.02 -0.01 -0.06
H -2.10210 6.86420 -0.79420 -0.04 0.03 -0.06
H -1.67510 7.67330 1.49320 -0.04 0.05 0.02
H -0.52990 6.22210 3.12750 0.02 0.01 0.06
H 0.23350 3.97160 2.44930 0.02 0.02 0.12
N -2.07680 -0.05840 0.54120 -0.42 0.26 0.43
C -3.25110 0.13210 0.67890 -1.42 0.11 -0.08
N -4.45560 0.23520 0.65680 1.46 -0.66 -0.45
C -5.53950 0.72320 1.15620 -0.50 0.37 0.31
N -6.53630 1.14160 1.53890 -0.58 0.25 0.27
Br -0.04710 -2.73130 -0.33850 -0.08 0.29 0.09
```
Forces are in eV/Å.

Its charge is +1. The value obtained for the total energy is -4010.3424 a.u. The calculation puts the gap between HOMO and LUMO at 7.561 eV.


No. 3
C15H16FeN3O3 as an isolated structure in a non-equilibrium geometry, computed with ωB97M-V/def2-TZVPD.

```
38
Properties=species:S:1:pos:R:3:forces:R:3
O 3.65251 4.19676 -0.74159 -1.93 -1.28 -0.16
C 2.69446 3.54934 -0.85871 3.54 3.27 -0.03
Fe 1.41575 2.34785 -0.93627 1.75 -0.78 -0.04
C 2.76306 1.22313 -0.97583 2.53 -2.68 -0.29
O 3.71931 0.56810 -0.91651 -1.46 1.09 -0.02
C 1.44890 2.26799 0.84134 -0.02 -0.61 4.28
O 1.62654 2.14570 1.98693 -0.47 0.32 -2.41
C -0.15561 0.85222 -1.36231 -1.18 -1.64 -1.05
C -1.20264 1.62836 -0.83582 -0.48 -0.96 0.30
C -1.15972 2.99697 -0.75410 -0.19 1.18 0.37
C -0.05338 3.76500 -1.22351 -1.90 1.88 -0.25
C 0.57792 3.57775 -2.49188 -0.36 0.54 -0.05
C 0.63128 2.38688 -3.18932 -0.06 0.79 -2.00
C 0.63029 1.16272 -2.50013 -0.38 -1.37 0.95
H -0.12556 -0.19266 -1.02118 0.10 0.57 -0.38
H -2.01510 1.07238 -0.35131 0.32 0.37 -0.11
H -1.95146 3.51066 -0.18730 0.54 -0.18 -0.16
H 0.09197 4.76275 -0.78194 -0.33 -0.47 -0.34
H 1.00651 4.47000 -2.96241 -0.10 -0.27 0.19
H 0.91192 2.39908 -4.25201 0.20 0.02 0.65
H 1.12878 0.31059 -2.97948 -0.03 0.41 0.28
C -1.49319 -0.69838 1.94274 0.20 -0.55 0.14
C -1.10661 -1.86283 2.87623 -0.33 0.29 0.77
N -0.90160 -2.91553 1.94157 0.37 1.26 -0.65
C -0.49199 -4.27909 2.05127 0.13 -0.78 0.17
C -0.51957 -4.74912 0.59015 -0.18 -0.48 -0.71
N -0.90741 -3.54908 -0.15932 -0.29 1.77 0.63
C -1.05861 -2.47556 0.66990 0.49 -2.98 0.75
N -1.34573 -1.19597 0.56337 -0.58 0.90 0.45
H -2.53659 -0.43133 2.15859 0.05 0.17 -0.51
H -0.88948 0.19490 2.14610 -0.07 -0.06 -0.46
H -0.22621 -1.64377 3.49248 0.02 -0.16 -0.21
H -1.92103 -2.13749 3.55876 0.12 0.09 0.01
H 0.53110 -4.40425 2.43072 -0.39 0.33 0.40
H -1.22237 -4.79300 2.68450 0.35 -0.19 -0.03
H 0.46642 -5.09135 0.24328 -0.40 -0.03 0.21
H -1.27184 -5.53629 0.43425 0.39 0.19 -0.02
H -0.74104 -3.43344 -1.13123 0.01 0.01 -0.69
```
Forces are in eV/Å.

Its charge is +1. The value obtained for the total energy is -2234.4158 a.u. The calculation puts the relative energy (zero: lowest compared OMol25 entry of this formula, charge and spin) at 27.2 kJ/mol. The calculation puts the gap between HOMO and LUMO (spin up / spin down) at 5.306 / 4.090 eV. The spin multiplicity is 5.


No. 4
C4H6O as an isolated structure in a non-equilibrium geometry, computed with ωB97M-V/def2-TZVPD.

```
11
Properties=species:S:1:pos:R:3:forces:R:3
C -1.14822 -0.44682 -0.12766 -0.04 -0.14 -0.43
C 0.03027 -0.02462 0.74148 -0.75 -0.93 0.57
C 1.32012 -0.16168 -0.03412 0.17 -0.33 0.10
O 0.74597 0.57839 -1.13901 0.10 0.18 -0.10
C -0.43851 0.82655 -0.38536 -0.39 0.40 -0.21
H -2.11914 -0.34626 0.36444 0.39 -0.07 -0.05
H -1.06060 -1.27607 -0.81833 0.01 0.09 -0.17
H -0.24070 -0.15596 1.77430 0.73 0.77 0.41
H 1.62110 -1.18050 -0.30333 -0.01 0.13 -0.10
H 2.18621 0.38129 0.36949 -0.31 -0.08 0.02
H -0.89649 1.80568 -0.44190 0.10 -0.01 -0.03
```
Forces are in eV/Å.

The value obtained for the total energy is -231.1571 a.u. The calculation puts the relative energy (zero: lowest compared OMol25 entry of this formula, charge and spin) at 175.0 kJ/mol. The calculation puts the gap between HOMO and LUMO at 10.597 eV.


No. 5
A 9-piece molecular cluster, C47H57F4N11O4P overall in a non-equilibrium geometry, computed with ωB97M-V/def2-TZVPD.

```
124
Properties=species:S:1:pos:R:3:forces:R:3
C -2.95337 -3.12085 2.75923 0.31 0.27 -0.19
C -1.62053 -3.15030 3.47394 -0.75 -0.33 0.32
F -1.61425 -2.27713 4.50789 0.16 0.30 -0.10
N -0.41883 -2.82649 2.58272 1.22 -0.61 -0.75
C -0.61149 -3.37377 1.21198 -0.11 0.00 -0.59
O 0.63376 -3.19621 0.58364 0.16 -0.33 -0.37
C 0.81286 -3.90683 -0.57075 0.38 0.11 -0.26
F 1.63460 -3.20142 -1.36523 -0.62 -0.84 0.68
F -0.35720 -4.11519 -1.20409 0.63 0.02 0.19
F 1.36647 -5.11724 -0.30053 -0.41 0.95 -0.37
C -0.00668 -1.37009 2.57763 -0.54 0.29 0.56
C -1.12760 -0.38815 2.26303 0.18 0.75 -0.11
O -0.59843 0.87537 2.67646 0.32 -0.39 -0.25
C -1.50734 -0.29355 0.80461 0.11 0.18 -0.49
N -0.35077 -0.37049 -0.10091 -0.12 -0.17 0.38
P 0.99713 -3.70445 3.32742 1.25 0.51 3.07
N 0.93892 -3.60076 4.85388 -0.25 -0.19 -0.29
O 0.76904 -5.20232 2.88588 -0.27 0.31 -1.20
O 2.34494 -3.09683 2.74771 -0.99 -0.26 -1.01
H -2.98751 -2.47176 1.89558 -0.14 0.18 -0.10
H -3.68273 -2.73574 3.45596 -0.20 0.02 0.28
H -3.27340 -4.10494 2.44948 0.02 -0.32 -0.08
H -1.44023 -4.13457 3.88806 0.24 -0.21 0.08
H -1.37817 -2.83773 0.67725 -0.16 0.25 0.02
H -0.85852 -4.42741 1.26118 -0.17 -0.20 0.30
H 0.83260 -1.23486 1.91701 0.13 -0.26 -0.40
H 0.34604 -1.14896 3.57468 -0.03 -0.09 0.34
H -2.00820 -0.57836 2.85853 -0.27 -0.34 0.08
H -1.17271 1.23034 3.35158 -0.13 0.26 0.29
H -2.02714 0.64654 0.65626 -0.29 0.27 0.29
H -2.23316 -1.05911 0.56433 -0.17 -0.26 -0.20
H -0.56721 0.17092 -0.92335 -0.02 -0.07 -0.34
H 0.41974 0.12996 0.32272 0.18 0.17 0.01
H 1.76655 -3.15212 5.23284 -0.12 0.35 0.28
H 1.05601 -5.69883 3.66348 -0.18 -0.43 0.23
H 2.98629 -3.81470 2.80775 0.66 0.09 -0.19
N -4.63338 -1.66368 0.46413 -0.06 0.08 -0.14
C -5.44725 -0.63274 0.70630 0.08 0.00 0.10
C -6.56060 -0.33877 -0.05867 -0.02 -0.01 -0.01
C -6.84959 -1.15802 -1.14019 -0.03 0.00 -0.02
C -6.01824 -2.23113 -1.40622 -0.02 0.02 -0.01
C -4.92743 -2.44137 -0.57764 0.13 0.10 0.07
H -5.18582 -0.01528 1.55951 -0.05 0.04 0.00
H -7.18458 0.50906 0.18556 0.01 0.02 0.01
H -7.71142 -0.96144 -1.76400 -0.01 0.01 -0.01
H -6.20790 -2.89674 -2.23565 0.01 -0.05 0.01
H -4.25818 -3.27236 -0.74930 -0.05 -0.10 -0.06
N 4.21832 -2.41236 5.33666 -0.03 -0.14 -0.06
C 4.60601 -3.68262 5.44538 -0.20 -0.16 0.02
C 5.91975 -4.10835 5.34873 0.03 0.06 -0.04
C 6.89796 -3.15286 5.12250 0.06 -0.01 -0.01
C 6.51781 -1.82660 5.00777 -0.03 -0.02 0.02
C 5.17226 -1.50948 5.12512 -0.05 0.16 0.00
H 3.80744 -4.39785 5.62605 0.06 -0.06 0.05
H 6.16840 -5.15544 5.44887 -0.01 -0.01 0.02
H 7.93829 -3.43744 5.04012 0.01 0.00 0.00
H 7.24868 -1.04955 4.83496 0.00 0.03 0.01
H 4.83702 -0.48116 5.05083 0.05 0.02 -0.02
N 2.46598 0.38464 -5.91975 0.11 -0.05 0.09
C 3.40614 0.99514 -5.20331 0.02 0.08 -0.07
C 3.82082 0.56370 -3.95203 -0.01 0.00 0.02
C 3.22172 -0.56268 -3.41426 0.00 -0.01 0.05
C 2.24039 -1.20963 -4.14740 -0.01 0.00 0.03
C 1.90322 -0.69838 -5.39085 -0.08 -0.03 -0.09
H 3.84517 1.87602 -5.65842 0.04 0.01 0.04
H 4.59147 1.09969 -3.41606 0.01 0.02 -0.01
H 3.51430 -0.93141 -2.43922 0.01 -0.01 0.01
H 1.74537 -2.09112 -3.76494 -0.01 -0.02 -0.03
H 1.13954 -1.17373 -5.99775 0.00 -0.04 0.03
N -1.73188 5.71436 2.54293 -0.02 0.00 0.00
C -1.36749 4.44681 2.69905 -0.05 -0.09 0.02
C -0.06362 3.99368 2.56866 0.02 0.09 0.03
C 0.92230 4.91612 2.25469 0.02 -0.06 -0.03
C 0.56131 6.24119 2.08735 -0.04 0.00 0.00
C -0.77346 6.58680 2.24311 -0.02 0.09 -0.01
H -2.17355 3.75864 2.94179 0.02 -0.03 0.00
H 0.17101 2.94889 2.71075 0.05 0.08 -0.06
H 1.95371 4.61219 2.14469 0.03 0.04 0.04
H 1.29778 6.99333 1.84248 0.00 0.02 0.01
H -1.09691 7.61445 2.12320 0.04 0.02 -0.02
N -5.71205 -5.48599 -0.58356 0.07 -0.15 -0.02
C -6.93866 -5.73261 -0.12944 -0.03 0.12 0.06
C -7.58819 -6.94652 -0.28951 0.01 0.00 -0.01
C -6.92878 -7.96180 -0.96182 -0.03 -0.05 0.00
C -5.65229 -7.72289 -1.44340 0.01 0.01 0.00
C -5.09235 -6.47403 -1.22716 0.05 0.03 -0.01
H -7.42138 -4.90955 0.38733 -0.04 -0.02 0.01
H -8.58519 -7.08983 0.10225 -0.01 0.02 0.01
H -7.40221 -8.92325 -1.10937 -0.01 -0.01 0.00
H -5.10264 -8.48603 -1.97616 0.02 0.00 -0.01
H -4.09436 -6.24709 -1.58914 0.00 -0.05 -0.03
N -0.79631 2.87681 -7.50895 -0.06 -0.02 0.12
C -0.23036 2.06112 -6.61773 -0.05 0.09 -0.16
C -0.81605 1.73190 -5.40300 -0.02 0.01 -0.02
C -2.05183 2.27853 -5.09556 -0.02 -0.04 0.04
C -2.65012 3.12803 -6.00997 -0.02 0.00 0.00
C -1.98308 3.39221 -7.19751 0.04 0.04 -0.08
H 0.73385 1.65938 -6.89611 0.06 -0.08 0.06
H -0.31156 1.06367 -4.71755 0.04 0.00 -0.01
H -2.54095 2.04819 -4.15715 -0.01 0.01 0.00
H -3.61232 3.57851 -5.81036 0.00 0.02 -0.01
H -2.41752 4.05006 -7.94177 -0.05 0.02 0.03
N -0.05475 6.37731 -4.29493 0.01 -0.01 0.00
C 0.54749 7.54143 -4.52346 -0.04 0.05 0.05
C 1.56139 7.71348 -5.45346 0.00 -0.01 0.00
C 1.97618 6.61302 -6.18533 0.04 0.01 -0.03
C 1.36156 5.39303 -5.95945 0.03 0.00 0.01
C 0.35436 5.33085 -5.00832 -0.07 -0.06 0.05
H 0.19492 8.37681 -3.92860 0.03 0.04 -0.02
H 2.01210 8.68536 -5.59892 -0.01 0.02 0.01
H 2.76460 6.70538 -6.92101 0.00 0.00 -0.01
H 1.65139 4.50797 -6.50889 -0.05 -0.02 -0.02
H -0.15751 4.39707 -4.80392 0.04 -0.04 -0.06
N 4.19796 5.30548 3.32994 0.05 -0.03 -0.05
C 4.56568 4.03743 3.49115 -0.08 -0.04 0.03
C 5.87099 3.59104 3.35715 -0.01 0.00 0.00
C 6.85166 4.51419 3.03370 0.06 -0.02 -0.01
C 6.48696 5.83809 2.86118 -0.01 -0.01 0.01
C 5.15252 6.17976 3.02164 -0.06 0.10 0.00
H 3.76681 3.34629 3.74271 0.03 -0.04 0.01
H 6.11156 2.54684 3.50320 -0.01 -0.01 0.00
H 7.88292 4.20716 2.91915 0.01 0.00 0.00
H 7.21877 6.59226 2.60891 -0.01 0.02 0.00
H 4.82640 7.20641 2.89978 0.05 0.02 -0.02
```
Forces are in eV/Å.

Its charge is +1. The value obtained for the total energy is -3469.0171 a.u. The calculation puts the relative energy (zero: lowest compared OMol25 entry of this formula, charge and spin) at 49.4 kJ/mol. The calculation puts the gap between HOMO and LUMO at 8.179 eV.


No. 6
One molecule with the formula C3H8N2 in a non-equilibrium geometry, computed with ωB97M-V/def2-TZVPD.

```
13
Properties=species:S:1:pos:R:3:forces:R:3
C 1.69408 0.84870 0.01614 -0.17 1.43 0.80
C 1.19084 -0.59906 -0.13042 0.63 -1.51 -3.35
C -2.00733 0.43602 0.09754 -1.52 1.37 0.05
H 1.97252 0.98352 1.12430 -0.39 0.19 -1.53
H 2.62014 1.12799 -0.59682 -1.38 -0.60 0.79
H 0.81654 1.63258 -0.24970 2.07 -1.92 0.56
H 1.76252 -1.45121 0.29976 0.28 1.16 0.24
H 1.18202 -0.91095 -1.24166 -0.04 0.69 1.45
H -0.05806 -0.32531 1.27135 -1.25 -0.45 -0.45
H -2.08573 0.62324 1.20321 0.23 -0.50 -0.92
H -2.79141 0.87605 -0.54128 0.32 -0.17 0.47
N -0.15746 -0.80048 0.34546 0.39 1.17 0.57
N -1.08312 -0.15236 -0.51242 0.83 -0.85 1.33
```
Forces are in eV/Å.

The value obtained for the total energy is -228.5345 a.u. The calculation puts the relative energy (zero: lowest compared OMol25 entry of this formula, charge and spin) at 299.8 kJ/mol. The SMILES is C=NNCC. The calculation puts the gap between HOMO and LUMO at 10.368 eV.